Entry 1:
This record from OMol25 describes a cluster of 4 separate species, H7O4 in total. The level of theory is ωB97M-V/def2-TZVPD.

Last column: Mulliken charge in e.
CARTESIAN COORDINATES (ANGSTROEM)
O -0.68 0.06 -0.39  -1.157
H -1.32 0.57 -0.92  0.169
O 0.95 -0.21 -2.70  -0.673
H 0.20 -0.06 -2.07  0.413
H 1.56 -0.72 -2.17  0.271
O -1.86 -0.91 2.08  -0.690
H -1.06 -0.89 2.61  0.283
H -1.53 -0.64 1.19  0.411
O 1.64 0.86 0.67  -0.691
H 0.77 0.41 0.41  0.399
H 1.32 1.52 1.28  0.264

As for the electronic energy: -305.1997 hartree. As for the net charge: -1. The LUMO energy comes out at 4.45 eV. The spin multiplicity is 1. For the gap between HOMO and LUMO, the calculation gives 8.8 eV.

Entry 2:
This record from OMol25 describes a cluster of 2 separate species, C2H4N4 in total. The level of theory is ωB97M-V/def2-TZVPD.

Last column: Mulliken charge in e.
CARTESIAN COORDINATES (ANGSTROEM)
C -1.28 -0.54 -0.41  0.093
C 1.75 2.34 -0.45  -0.627
N 2.26 -0.77 0.98  -0.539
N 2.25 0.21 0.40  0.794
N 2.56 1.22 -0.14  -0.496
N -1.77 0.47 -0.20  -0.354
H -0.82 -1.55 -0.57  0.262
H 2.54 2.99 -0.65  0.346
H 1.16 2.79 0.48  0.249
H 1.15 2.24 -1.32  0.271

As for the electronic energy: -297.5128 hartree. As for the net charge: 0. The LUMO energy comes out at 0.87 eV. The spin multiplicity is 1. For the gap between HOMO and LUMO, the calculation gives 10.5 eV.

Entry 3:
This record from OMol25 describes an isolated molecule of CH7N5. The level of theory is ωB97M-V/def2-TZVPD.

Last column: Mulliken charge in e.
CARTESIAN COORDINATES (ANGSTROEM)
N 1.99 0.02 0.16  -0.544
N 0.83 0.81 0.13  -0.152
N 0.15 0.85 -1.15  -0.640
C -0.43 0.15 -0.04  0.668
N -0.42 -1.28 -0.07  -0.584
N -1.54 0.74 0.63  -0.576
H 2.47 0.22 1.02  0.262
H 1.76 -0.97 0.09  0.264
H 0.59 0.23 -1.82  0.314
H -0.69 -1.64 0.84  0.233
H -1.08 -1.62 -0.76  0.240
H -1.29 1.66 0.96  0.271
H -2.33 0.83 0.00  0.244

As for the electronic energy: -315.9965 hartree. As for the net charge: 0. The SMILES is NN1NC1(N)N. The LUMO energy comes out at 0.96 eV. The spin multiplicity is 1. For the gap between HOMO and LUMO, the calculation gives 9.8 eV.

Entry 4:
This record from OMol25 describes a cluster of 12 separate species, H24O12 in total. The level of theory is ωB97M-V/def2-TZVPD.

Last column: Mulliken charge in e.
CARTESIAN COORDINATES (ANGSTROEM)
O -1.09 1.76 0.22  -0.612
H -1.33 2.54 -0.24  0.291
H -1.94 1.50 0.56  0.195
O -0.76 -3.05 -1.08  -0.495
H -1.34 -3.74 -0.91  0.246
H 0.09 -3.47 -0.97  0.278
O 0.63 -0.99 -2.67  -0.572
H -0.24 -0.87 -2.35  0.225
H 0.59 -1.86 -2.96  0.337
O 2.96 -0.75 -0.79  -0.623
H 2.04 -0.83 -0.68  0.335
H 3.01 -0.06 -1.40  0.285
O 2.16 1.37 2.06  -0.701
H 1.20 1.19 2.30  0.343
H 2.11 1.68 1.17  0.505
O -1.95 -0.08 -2.04  -0.699
H -1.62 0.79 -1.77  0.321
H -2.26 -0.57 -1.28  0.314
O -0.29 1.18 3.00  -0.540
H -1.06 0.68 3.20  0.222
H -0.05 1.56 3.84  0.249
O -0.12 3.82 1.85  -0.650
H -0.20 2.83 1.79  0.386
H 0.17 4.08 2.69  0.284
O 0.48 -2.34 2.17  -0.732
H 1.45 -2.38 2.05  0.308
H 0.21 -1.67 1.45  0.439
O 0.14 -0.71 0.27  -0.323
H -0.23 0.19 0.40  0.172
H -0.35 -1.11 -0.44  0.191
O -2.50 -2.77 -3.15  -0.648
H -2.00 -2.09 -2.74  0.386
H -1.98 -3.52 -2.97  0.311
O 1.59 2.29 -0.26  -0.661
H 1.85 3.23 -0.08  0.345
H 0.62 2.20 -0.22  0.288

As for the electronic energy: -917.2148 hartree. As for the net charge: 0. The SMILES is O.O.O.O.O.O.O.O.O.O.O.O. The LUMO energy comes out at -0.71 eV. The spin multiplicity is 1. For the gap between HOMO and LUMO, the calculation gives 9.1 eV.